The following is a DFT calculation (wB97M-V/def2-TZVPD) of a structure of composition C25H69F3HfN5O12S.

Values from the calculation:
* frontier orbital gap: 1.0 eV
* largest force on an atom: 3.0 eV Å⁻¹
* total charge: +3
* LUMO energy: -12.81 eV
* E_HOMO: -0.508 hartree

Geometry (Å):
Hf  -8.46  9.82  -10.59
C  -2.14  7.50  -6.25
F  -2.37  8.52  -5.44
F  -0.84  7.11  -6.12
F  -2.88  6.42  -6.02
S  -2.43  8.05  -8.09
O  -1.48  9.17  -8.40
O  -2.13  6.87  -8.91
O  -3.84  8.42  -8.26
C  -8.26  10.75  -4.83
O  -9.18  10.45  -5.87
H  -8.64  10.23  -3.95
H  -7.31  10.26  -5.04
H  -8.09  11.79  -4.55
H  -10.06  10.50  -5.49
C  -3.55  15.80  -4.31
O  -3.47  14.81  -5.34
H  -3.09  16.69  -4.73
H  -4.58  16.04  -4.02
H  -2.94  15.46  -3.47
H  -2.54  14.76  -5.58
C  -3.13  2.45  -17.88
C  -4.13  1.43  -17.37
C  -4.44  1.59  -15.85
O  -3.27  1.37  -15.02
C  -3.49  1.45  -13.64
N  -5.28  1.54  -18.13
H  -3.33  3.46  -17.52
H  -3.01  2.50  -18.96
H  -2.12  2.23  -17.52
H  -3.68  0.46  -17.55
H  -5.25  0.90  -15.61
H  -4.76  2.62  -15.72
H  -4.04  2.35  -13.39
H  -2.56  1.64  -13.09
H  -3.93  0.54  -13.23
H  -5.90  0.80  -17.86
H  -5.02  1.36  -19.09
C  -4.75  15.60  -11.25
C  -5.47  14.30  -11.70
C  -4.57  13.42  -12.61
O  -5.13  12.08  -12.72
C  -4.23  11.28  -13.51
N  -5.91  13.48  -10.56
H  -5.47  16.14  -10.63
H  -4.45  16.23  -12.09
H  -3.85  15.42  -10.67
H  -6.37  14.54  -12.28
H  -3.60  13.28  -12.12
H  -4.50  13.97  -13.54
H  -4.10  11.72  -14.50
H  -4.58  10.28  -13.76
H  -3.24  11.18  -13.08
H  -5.11  13.65  -9.96
H  -6.51  14.12  -10.06
C  3.54  13.75  -5.73
C  3.60  13.32  -7.20
C  4.16  11.94  -7.46
O  5.61  12.08  -7.41
C  6.31  10.83  -7.63
N  2.24  13.46  -7.71
H  3.52  14.84  -5.65
H  4.41  13.34  -5.21
H  2.71  13.33  -5.15
H  4.27  13.98  -7.76
H  3.85  11.63  -8.46
H  3.86  11.18  -6.74
H  6.23  10.14  -6.79
H  7.37  11.09  -7.70
H  5.84  10.34  -8.49
H  2.25  14.10  -8.49
H  1.95  12.55  -8.01
C  3.94  5.48  -13.28
C  3.34  4.19  -13.74
C  3.66  2.96  -12.87
O  5.04  2.60  -12.97
C  5.51  1.77  -11.97
N  1.89  4.44  -13.89
H  3.39  6.35  -13.65
H  4.99  5.55  -13.58
H  3.81  5.57  -12.20
H  3.67  4.01  -14.76
H  3.12  2.12  -13.32
H  3.29  3.09  -11.85
H  6.56  1.52  -12.14
H  5.04  0.80  -12.07
H  5.29  2.13  -10.97
H  1.49  4.73  -13.01
H  1.43  3.55  -13.99
C  -8.43  4.04  -6.17
C  -8.21  3.83  -7.68
C  -8.64  2.41  -8.01
O  -8.60  2.21  -9.39
C  -9.33  1.07  -9.82
N  -9.01  4.74  -8.44
H  -9.49  4.08  -5.95
H  -7.94  4.96  -5.82
H  -8.02  3.31  -5.47
H  -7.16  3.85  -7.96
H  -9.66  2.19  -7.71
H  -8.03  1.67  -7.50
H  -9.28  1.09  -10.91
H  -10.36  1.16  -9.48
H  -8.93  0.14  -9.39
H  -9.88  4.59  -7.95
H  -9.16  4.12  -9.22
C  -1.82  10.80  1.00
C  -1.07  9.66  1.73
O  -2.02  8.58  2.05
O  -2.21  11.83  1.93
H  -2.67  10.43  0.44
H  -1.23  11.22  0.18
H  -0.62  10.06  2.64
H  -0.33  9.21  1.06
H  -1.58  8.06  2.74
H  -1.44  12.29  2.28